Computed, not measured: a single C4H5N3 molecule at a distorted geometry, with wB97M-V/def2-TZVPD.

Geometry as XYZ:
```
12
Properties=species:S:1:pos:R:3:forces:R:3
H 3.64590 0.45145 -1.75430 2.5 0.7 -1.1
C -1.49045 0.27722 0.94151 0.3 0.1 -1.0
C 1.69787 0.01143 -0.82479 3.0 -0.7 -3.0
C 2.67952 0.23496 -1.56244 -5.2 -1.2 4.0
H 0.72786 0.47482 1.38485 -3.2 0.2 -1.3
N -2.00719 0.74465 1.97998 -2.0 -0.9 1.4
H -2.06409 -0.08821 0.06907 0.6 -0.1 0.7
N -0.11293 0.32256 0.68072 3.3 -0.3 1.1
C 0.39198 -0.43721 -0.39409 -4.1 0.7 -1.6
H -3.03715 0.43510 1.97853 1.8 1.2 -0.1
N -0.54966 -1.06681 -1.07737 2.5 -0.4 1.5
H -0.25763 -1.79438 -1.72266 0.6 0.7 -0.5
```
Positions in Å, forces in eV/Å.

Computed properties:
Total charge: 0
SMILES: [H]/N=C/N/C(C#C)=N/[H]
LUMO level (Ha): -0.0024

Here are the Mulliken charges for atoms 1 to 2, given in e:
1. H 0.426
2. C 0.011

***

Computed, not measured: a single C16H20ClNO4 molecule, with wB97M-V/def2-TZVPD.

Geometry as XYZ:
```
42
Properties=species:S:1:pos:R:3:forces:R:3
C -0.82059 -2.15494 -1.13640 -0.2 0.1 0.1
C -1.96073 -2.24584 1.09980 -0.1 0.1 -0.1
N -2.06487 -0.26473 -0.31877 0.4 -0.1 -0.3
C 1.99683 -1.10379 1.15816 0.0 -0.2 0.0
H 4.61594 0.43173 -1.20494 0.1 0.0 0.0
H -1.36704 0.20034 -0.87850 -0.1 0.1 0.1
C 0.81203 2.80835 -0.52713 0.0 0.1 0.3
H 1.45902 0.89246 1.64242 -0.1 0.1 0.1
H 2.32979 4.21381 0.14603 0.0 -0.1 0.0
C 3.76495 -1.38557 -0.45849 0.0 -0.1 0.0
H -4.19603 -1.89326 -0.45073 -0.1 0.0 0.0
C -2.96295 0.49957 0.31877 0.4 0.7 -0.2
C 2.10156 0.26929 1.04114 0.2 0.1 -0.2
C 2.03483 3.17900 0.32047 0.1 0.1 -0.1
H -0.88575 -1.79729 -2.16248 0.0 0.0 -0.1
H -1.90379 -3.33054 1.10571 0.0 -0.2 0.0
H 0.55520 3.60580 -1.22488 0.0 -0.1 0.0
H -2.74750 2.45094 1.17748 0.0 -0.1 -0.2
C 2.81833 -1.92682 0.39986 0.0 0.3 0.0
C 3.87839 -0.01351 -0.55409 -0.1 0.2 0.1
O -3.90897 0.10097 0.96084 -0.4 0.0 0.2
C -2.05129 -1.73009 -0.33714 -0.1 -0.3 0.1
H -3.50904 2.44183 -0.43673 0.1 -0.1 0.1
H -1.07723 -1.84299 1.58889 0.1 0.0 0.1
H 1.77543 3.07607 1.37751 0.0 0.0 0.0
Cl 2.65822 -3.63988 0.52878 0.0 -0.2 0.0
H -3.39750 -1.87504 -2.02804 0.0 0.0 -0.1
O -1.48317 2.33742 -0.46241 -0.1 0.0 -0.4
C -0.41097 2.51741 0.31974 0.4 0.0 0.0
H 1.00905 1.91453 -1.12557 -0.1 0.0 -0.1
O -0.42608 2.44040 1.51786 -0.1 0.0 0.0
C -2.71364 2.01157 0.17560 -0.5 -0.1 0.5
H -3.33429 -3.32709 -1.02147 0.0 -0.2 0.0
C 3.22903 2.29751 0.01719 -0.2 0.4 0.1
H -0.74803 -3.23853 -1.15781 0.0 -0.1 0.0
H 1.28489 -1.54042 1.84108 -0.1 -0.1 0.0
H -2.83833 -1.93395 1.65829 0.0 0.0 0.1
C 3.04217 0.83097 0.17813 0.2 -0.5 0.0
O 4.27935 2.75992 -0.36351 0.0 0.0 -0.1
C -3.32948 -2.24100 -1.00575 0.1 0.1 0.1
H 0.08730 -1.76096 -0.68298 0.1 0.0 0.0
H 4.40497 -2.03366 -1.03593 0.0 -0.1 0.0
```
Positions in Å, forces in eV/Å.

Computed properties:
Total charge: 0
SMILES: CC(C)(C)NC(=O)COC(=O)CCC(=O)c1ccc(Cl)cc1
LUMO level (Ha): -0.0007

Here are the Mulliken charges for atoms 1 to 2, given in e:
1. C -1.625
2. C -1.639

***

no.,E_tot (hartree)
1,-319.5565
2,-1437.6535